No. 1
ORCA calculation (ωB97M-V/def2-TZVPD) on C4H8N2OS in the gas phase at a distorted geometry.

Cartesian coordinates (Å):
1 C 1.950 1.207 -0.480
2 N 0.608 1.236 0.130
3 C -0.118 0.208 0.168
4 C -1.511 0.322 0.780
5 C -2.647 -0.363 0.043
6 O -2.485 -1.310 -0.723
7 N 0.283 -1.073 -0.266
8 S 1.632 -1.862 0.361
9 H 2.094 2.254 -0.781
10 H 2.752 1.009 0.254
11 H 2.125 0.560 -1.354
12 H -1.497 -0.113 1.801
13 H -1.585 1.402 1.006
14 H -3.646 0.081 0.208
15 H -0.481 -1.649 -0.482
16 H 2.526 -1.908 -0.664

## Properties
Frontier orbital gap in hartree: 0.36324
SMILES: C/N=C(/CC=O)NS
Energy relative to the best compared isomer or geometry (same formula, charge and spin) in kcal per mole: 37.7
E_HOMO in hartree: -0.341
Total charge: 0

No. 2
ORCA calculation (ωB97M-V/def2-TZVPD) on 2 unconnected molecules or ions with the total composition C6H13NO at a distorted geometry.

Cartesian coordinates (Å):
1 C -0.430 2.235 0.211
2 C 0.147 1.021 -0.470
3 C 1.378 0.517 -0.031
4 N 2.261 -0.118 -0.812
5 H -0.272 2.190 1.292
6 H 0.012 3.169 -0.153
7 H -1.506 2.276 0.041
8 H -0.052 0.944 -1.536
9 H 1.710 0.705 0.978
10 H 1.999 -0.347 -1.759
11 H 3.006 -0.638 -0.371
12 C 0.077 -1.216 1.320
13 C -0.780 -0.720 0.289
14 C -0.897 -1.530 -0.976
15 O -2.023 -0.173 0.602
16 H 0.175 -2.298 1.372
17 H 0.038 -0.699 2.279
18 H -1.319 -2.504 -0.713
19 H 0.075 -1.703 -1.438
20 H -1.568 -1.051 -1.690
21 H -2.034 -0.059 1.563

## Properties
Frontier orbital gap in hartree: 0.25205
SMILES: C/C=C/N.C=C(C)O
Energy relative to the best compared isomer or geometry (same formula, charge and spin) in kcal per mole: 103.1
E_HOMO in hartree: -0.224
Total charge: 0

No. 3
ORCA calculation (ωB97M-V/def2-TZVPD) on a molecular structure, C4H13N3 at a distorted geometry.

Cartesian coordinates (Å):
1 C 0.481 -1.538 0.561
2 C -0.524 -0.483 0.889
3 N -0.593 -0.065 2.175
4 N -1.855 -0.784 -1.207
5 C -1.491 -0.019 -0.055
6 H 0.183 -0.254 2.792
7 H -1.309 0.606 2.414
8 H -1.751 -1.787 -1.127
9 H -1.388 -0.470 -2.048
10 H -2.365 0.450 0.405
11 H 1.397 -1.409 1.140
12 H 0.065 -2.526 0.795
13 H 0.740 -1.508 -0.495
14 C 1.643 1.320 -1.273
15 N 0.618 1.575 -0.279
16 H 1.008 2.177 0.449
17 H -0.642 1.028 -0.423
18 H 1.244 0.674 -2.064
19 H 2.017 2.223 -1.780
20 H 2.522 0.792 -0.866

## Properties
Frontier orbital gap (spin up / spin down) in hartree: 0.27892 / 0.27890
Energy relative to the best compared isomer or geometry (same formula, charge and spin) in kcal per mole: 80.2
E_HOMO (spin up / spin down) in hartree: -0.250 / -0.250
Total charge: 0

No. 4
ORCA calculation (ωB97M-V/def2-TZVPD) on C5H8O in the gas phase.

Cartesian coordinates (Å):
1 C -2.132 -0.919 -1.667
2 C -1.508 -0.750 -0.652
3 C -0.700 -0.401 0.509
4 C 0.461 0.470 0.009
5 C 1.500 0.708 1.090
6 O 1.084 -0.196 -1.073
7 H -2.827 -1.094 -2.451
8 H -0.301 -1.305 0.981
9 H -1.325 0.113 1.247
10 H 0.051 1.440 -0.320
11 H 1.909 -0.246 1.437
12 H 2.321 1.313 0.697
13 H 1.061 1.235 1.945
14 H 0.404 -0.370 -1.750

## Properties
Frontier orbital gap in hartree: 0.40730
SMILES: C#CC[C@@H](C)O
Energy relative to the best compared isomer or geometry (same formula, charge and spin) in kcal per mole: 45.4
E_HOMO in hartree: -0.370
Total charge: 0

No. 5
ORCA calculation (ωB97M-V/def2-TZVPD) on a gas-phase ion, C5H15N2S (charge +1) at a distorted geometry.

Cartesian coordinates (Å):
1 C -1.256 -2.201 -0.587
2 C -0.714 -1.069 0.267
3 C -0.214 -1.589 1.601
4 S 0.848 -0.348 2.494
5 N 0.267 -0.184 -0.384
6 C -0.281 0.913 -1.117
7 C 0.866 1.913 -1.304
8 N 1.427 2.071 0.081
9 H -2.234 -1.917 -1.001
10 H -1.510 -3.159 -0.159
11 H -0.720 -2.380 -1.524
12 H -1.521 -0.363 0.424
13 H -0.975 -1.786 2.353
14 H 0.387 -2.496 1.556
15 H -0.104 0.238 3.238
16 H 0.911 -0.751 -0.927
17 H -0.754 0.705 -2.078
18 H -0.942 1.470 -0.451
19 H 0.555 2.889 -1.660
20 H 1.540 1.518 -2.053
21 H 2.357 2.489 0.054
22 H 1.171 1.230 0.641
23 H 0.896 2.809 0.535

## Properties
Frontier orbital gap in hartree: 0.34981
SMILES: C[C@@H](CS)NCC[NH3+]
Energy relative to the best compared isomer or geometry (same formula, charge and spin) in kcal per mole: 22.4
E_HOMO in hartree: -0.465
Total charge: +1

No. 6
ORCA calculation (ωB97M-V/def2-TZVPD) on a molecular structure, C6H10N2 at a distorted geometry.

Cartesian coordinates (Å):
1 C -0.220 -0.137 -0.963
2 C 0.930 0.777 -0.578
3 C 1.524 -0.460 0.231
4 C -0.028 -0.576 0.500
5 C -0.294 0.633 1.237
6 C 0.319 1.547 0.605
7 H -1.584 0.478 -2.293
8 H -1.580 1.357 -0.938
9 H 0.012 -0.870 -1.759
10 H 1.420 1.189 -1.437
11 H 1.729 -1.383 -0.413
12 H 2.427 -0.424 0.877
13 H -1.002 -2.447 0.364
14 H -1.037 -1.667 1.808
15 H -0.989 0.783 2.161
16 H 0.325 2.634 0.882
17 N -1.494 0.427 -1.318
18 N -0.457 -1.860 1.034

## Properties
Frontier orbital gap in hartree: 0.36188
Energy relative to the best compared isomer or geometry (same formula, charge and spin) in kcal per mole: 72.2
E_HOMO in hartree: -0.322
Total charge: 0

No. 7
ORCA calculation (ωB97M-V/def2-TZVPD) on C2H5N3S in the gas phase at a distorted geometry.

Cartesian coordinates (Å):
1 H 0.478 1.131 3.033
2 N 0.502 1.446 2.062
3 C 0.270 0.524 1.200
4 N -0.145 -0.763 1.427
5 S 0.755 1.030 -0.475
6 N -0.163 -0.207 -1.267
7 C -0.172 -0.259 -2.555
8 H -0.750 -0.936 2.204
9 H -0.372 -1.278 0.538
10 H -0.688 -1.160 -2.950
11 H 0.284 0.471 -3.217

## Properties
Frontier orbital gap in hartree: 0.35529
SMILES: [H]/N=C(\N)SN=C
Energy relative to the best compared isomer or geometry (same formula, charge and spin) in kcal per mole: 38.0
E_HOMO in hartree: -0.327
Total charge: 0

No. 8
ORCA calculation (ωB97M-V/def2-TZVPD) on a molecular structure, C3H16N2Si4 at a distorted geometry.

Cartesian coordinates (Å):
1 C -1.408 -0.599 1.530
2 C -2.999 -0.016 -0.369
3 C -1.705 0.335 0.416
4 N 3.063 -0.486 0.155
5 N -0.622 0.616 -0.660
6 Si 1.908 -1.573 -0.584
7 Si 2.982 1.202 0.765
8 Si 0.019 -0.747 -1.511
9 Si 0.332 1.973 -0.602
10 H -1.079 -1.640 1.143
11 H -0.545 -0.183 2.139
12 H -2.290 -0.838 2.252
13 H -2.829 -0.881 -0.932
14 H -3.281 0.885 -0.861
15 H -3.688 -0.289 0.401
16 H -1.700 1.354 0.811
17 H 3.889 -0.857 0.511
18 H 2.646 -2.480 -1.420
19 H 1.482 -2.471 0.580
20 H 2.380 1.318 2.076
21 H 4.364 1.640 0.662
22 H -1.036 -1.604 -1.835
23 H 0.261 -0.099 -2.878
24 H 0.398 2.458 -1.980
25 H -0.539 2.981 0.192

## Properties
Frontier orbital gap in hartree: 0.28978
E_HOMO in hartree: -0.285
Total charge: 0

No. 9
ORCA calculation (ωB97M-V/def2-TZVPD) on a molecular structure, C38H54BN8O4PtS at a distorted geometry.

Cartesian coordinates (Å):
1 Pt -16.257 -6.722 -5.758
2 C -17.533 -8.290 -10.851
3 C -16.625 -7.630 -9.897
4 C -15.401 -7.031 -10.132
5 C -14.959 -6.581 -8.877
6 N -15.857 -6.902 -7.970
7 N -16.876 -7.522 -8.602
8 B -17.878 -8.391 -7.857
9 N -18.871 -7.553 -6.946
10 N -18.375 -7.141 -5.719
11 C -19.418 -6.830 -4.944
12 C -20.602 -7.099 -5.634
13 C -20.240 -7.543 -6.863
14 C -21.053 -7.865 -8.063
15 C -19.290 -6.377 -3.511
16 C -18.541 -7.405 -2.728
17 C -20.768 -6.246 -3.000
18 C -18.617 -4.994 -3.371
19 N -17.119 -9.350 -6.908
20 N -16.266 -8.920 -5.933
21 C -15.622 -9.977 -5.413
22 C -16.141 -11.102 -6.050
23 C -17.061 -10.708 -6.983
24 C -17.901 -11.532 -7.895
25 C -14.681 -9.912 -4.252
26 C -13.891 -8.594 -4.325
27 C -15.494 -9.962 -2.933
28 C -13.695 -11.097 -4.338
29 C -13.675 -5.870 -8.609
30 C -12.927 -6.451 -7.402
31 C -12.802 -6.081 -9.898
32 C -13.878 -4.396 -8.310
33 H -17.253 -8.043 -11.907
34 H -17.552 -9.347 -10.819
35 H -18.569 -7.944 -10.747
36 H -14.876 -6.979 -11.078
37 H -18.480 -8.992 -8.649
38 H -21.591 -7.002 -5.232
39 H -21.982 -7.329 -8.029
40 H -20.553 -7.574 -8.983
41 H -21.258 -8.960 -8.114
42 H -18.879 -8.412 -2.928
43 H -17.513 -7.291 -3.017
44 H -18.556 -7.221 -1.647
45 H -21.241 -7.221 -2.980
46 H -20.754 -5.897 -1.956
47 H -21.369 -5.548 -3.589
48 H -17.627 -5.037 -3.817
49 H -19.190 -4.163 -3.833
50 H -18.483 -4.809 -2.352
51 H -15.824 -12.093 -5.859
52 H -17.638 -12.561 -7.863
53 H -18.981 -11.456 -7.616
54 H -17.889 -11.109 -8.879
55 H -14.573 -7.777 -4.357
56 H -13.236 -8.418 -3.460
57 H -13.337 -8.468 -5.223
58 H -16.123 -9.075 -2.728
59 H -16.176 -10.851 -2.974
60 H -14.904 -10.123 -2.044
61 H -13.136 -11.086 -5.259
62 H -12.936 -10.921 -3.544
63 H -14.137 -12.094 -4.197
64 H -12.626 -7.517 -7.588
65 H -12.017 -5.865 -7.233
66 H -13.525 -6.315 -6.492
67 H -12.839 -7.155 -10.087
68 H -13.206 -5.550 -10.767
69 H -11.765 -5.744 -9.748
70 H -14.554 -4.198 -7.455
71 H -12.897 -3.929 -8.097
72 H -14.314 -3.843 -9.199
73 C -17.645 -5.265 -12.746
74 C -17.906 -4.769 -11.357
75 C -19.029 -5.101 -10.666
76 C -19.165 -4.887 -9.279
77 C -18.175 -4.184 -8.637
78 C -17.057 -3.739 -9.330
79 C -16.906 -4.001 -10.667
80 S -18.361 -3.777 -6.945
81 O -18.082 -2.349 -6.831
82 O -19.611 -4.258 -6.451
83 N -17.104 -4.621 -6.271
84 C -16.080 -4.017 -5.628
85 C -15.700 -2.630 -5.547
86 C -14.515 -2.349 -4.929
87 C -13.729 -3.308 -4.303
88 C -14.341 -4.653 -4.044
89 N -15.342 -4.974 -5.012
90 H -18.283 -6.116 -12.972
91 H -16.662 -5.694 -12.795
92 H -17.694 -4.473 -13.484
93 H -19.820 -5.608 -11.191
94 H -20.062 -5.238 -8.761
95 H -16.374 -3.060 -8.828
96 H -16.063 -3.599 -11.161
97 H -16.208 -1.831 -6.090
98 H -14.106 -1.372 -5.022
99 H -12.856 -3.028 -3.809
100 H -13.632 -5.506 -3.883
101 C -15.677 -5.183 -0.586
102 C -15.292 -5.507 -1.969
103 O -14.953 -4.440 -2.653
104 O -15.181 -6.652 -2.415
105 H -16.387 -4.336 -0.651
106 H -14.767 -4.790 -0.106
107 H -16.085 -5.998 -0.001

## Properties
2S+1: 5
Frontier orbital gap (spin up / spin down) in hartree: 0.34703 / 0.22374
<S²>: 6.04
E_HOMO (spin up / spin down) in hartree: -0.418 / -0.421
Total charge: +1

No. 10
ORCA calculation (ωB97M-V/def2-TZVPD) on a molecular structure, C31H38AsFN2P2S4Si2Tc at a distorted geometry.

Cartesian coordinates (Å):
1 Tc -1.664 0.197 0.998
2 C 1.303 -0.946 3.835
3 Si 0.574 0.711 3.394
4 C -0.963 1.034 4.379
5 C 1.768 2.114 3.655
6 N 0.050 0.637 1.657
7 P 0.596 1.427 0.265
8 C -0.797 1.223 -0.744
9 P -1.036 -0.289 -1.520
10 N -1.141 -1.278 -0.146
11 Si -0.555 -2.995 -0.051
12 C 1.306 -2.785 0.025
13 C -0.989 -3.970 1.465
14 C -1.343 -3.830 -1.526
15 C -2.655 -0.335 -2.337
16 C -2.797 -0.726 -3.667
17 C -4.046 -0.729 -4.272
18 C -5.167 -0.345 -3.557
19 C -5.040 0.030 -2.225
20 C -3.795 0.033 -1.624
21 C 0.097 -0.685 -2.877
22 C 0.169 0.381 -3.784
23 C 0.940 0.284 -4.929
24 C 1.656 -0.879 -5.184
25 C 1.589 -1.938 -4.293
26 C 0.808 -1.848 -3.148
27 C 2.205 0.802 -0.229
28 C 3.102 0.307 0.715
29 C 4.362 -0.115 0.323
30 C 4.732 -0.043 -1.013
31 C 3.853 0.472 -1.954
32 C 2.595 0.902 -1.562
33 C 0.826 3.155 0.682
34 C -0.285 3.866 1.143
35 C -0.129 5.172 1.573
36 C 1.123 5.775 1.534
37 C 2.220 5.079 1.051
38 C 2.074 3.766 0.628
39 H 1.517 -0.964 4.907
40 H 2.229 -1.186 3.312
41 H 0.584 -1.748 3.642
42 H -0.724 1.107 5.442
43 H -1.701 0.240 4.271
44 H -1.450 1.962 4.073
45 H 2.183 1.994 4.660
46 H 1.250 3.074 3.615
47 H 2.603 2.161 2.957
48 H 1.524 -2.339 1.001
49 H 1.755 -2.142 -0.729
50 H 1.810 -3.755 -0.007
51 H -0.769 -3.463 2.406
52 H -0.355 -4.862 1.429
53 H -2.025 -4.305 1.486
54 H -1.458 -3.197 -2.404
55 H -2.345 -4.143 -1.223
56 H -0.796 -4.725 -1.831
57 H -1.940 -1.042 -4.246
58 H -4.136 -1.032 -5.307
59 H -6.138 -0.334 -4.033
60 H -5.909 0.329 -1.655
61 H -3.746 0.357 -0.593
62 H -0.384 1.294 -3.589
63 H 0.976 1.113 -5.623
64 H 2.254 -0.962 -6.081
65 H 2.140 -2.848 -4.488
66 H 0.763 -2.700 -2.493
67 H 2.825 0.241 1.758
68 H 5.056 -0.496 1.060
69 H 5.714 -0.381 -1.319
70 H 4.145 0.547 -2.993
71 H 1.927 1.334 -2.295
72 H -1.264 3.402 1.150
73 H -0.986 5.723 1.936
74 H 1.241 6.795 1.878
75 H 3.191 5.554 1.009
76 H 2.937 3.226 0.257
77 S -1.376 -3.476 5.325
78 As -2.890 -2.249 4.826
79 S -3.279 -2.194 2.617
80 S -3.606 -0.245 2.216
81 S -4.114 -1.062 5.876
82 F -2.776 1.772 1.118

## Properties
Frontier orbital gap in hartree: 0.23284
E_HOMO in hartree: -0.409
Total charge: +1

No. 11
ORCA calculation (ωB97M-V/def2-TZVPD) on C7H11PS in the gas phase at a distorted geometry.

Cartesian coordinates (Å):
1 C -0.890 0.199 -0.758
2 C 1.649 0.803 0.462
3 C -0.512 -0.241 0.432
4 C 0.719 0.281 1.149
5 C -1.497 -1.129 1.215
6 C 0.745 0.253 2.628
7 C 0.497 -0.245 -3.118
8 P 0.239 1.018 -1.837
9 S -0.334 2.796 -2.566
10 H -1.653 -0.297 -1.297
11 H 2.610 1.262 0.512
12 H -2.163 -1.626 0.452
13 H -2.025 -0.464 1.876
14 H -0.982 -1.881 1.750
15 H 0.281 -0.687 2.999
16 H 0.032 1.100 2.915
17 H 1.665 0.421 3.277
18 H 0.599 0.118 -4.102
19 H 1.395 -0.801 -2.919
20 H -0.375 -0.881 -3.069

## Properties
Frontier orbital gap (spin up / spin down) in hartree: 0.26554 / 0.26687
Energy relative to the best compared isomer or geometry (same formula, charge and spin) in kcal per mole: 54.4
E_HOMO (spin up / spin down) in hartree: -0.285 / -0.284
Total charge: 0

No. 12
ORCA calculation (ωB97M-V/def2-TZVPD) on C4H7NO2S in the gas phase at a distorted geometry.

Cartesian coordinates (Å):
1 C 1.808 -0.430 -1.678
2 C 1.210 0.828 -1.088
3 S 0.538 0.667 0.607
4 C -0.973 -0.071 0.172
5 O -1.357 -0.291 -0.965
6 N -1.761 -0.448 1.272
7 C -1.679 -0.054 2.596
8 O -2.479 -0.507 3.390
9 H 1.007 -1.142 -1.795
10 H 2.181 -0.260 -2.717
11 H 2.620 -0.889 -1.054
12 H 1.980 1.610 -0.984
13 H 0.428 1.303 -1.706
14 H -2.638 -0.951 1.100
15 H -0.883 0.634 2.850

## Properties
Frontier orbital gap in hartree: 0.38975
SMILES: CCSC(=O)NC=O
Energy relative to the best compared isomer or geometry (same formula, charge and spin) in kcal per mole: 9.8
E_HOMO in hartree: -0.370
Total charge: 0

No. 13
ORCA calculation (ωB97M-V/def2-TZVPD) on a molecular structure, C24H28N4O3S2 at a distorted geometry.

Cartesian coordinates (Å):
1 O -0.212 2.435 0.307
2 C -1.040 1.704 0.833
3 N -0.682 0.634 1.561
4 H -1.389 0.053 1.981
5 C 0.686 0.173 1.698
6 C 1.032 -0.076 3.148
7 C 0.515 0.769 4.124
8 C 0.817 0.585 5.459
9 C 1.654 -0.453 5.833
10 C 2.181 -1.288 4.867
11 C 1.884 -1.114 3.519
12 C 2.470 -2.069 2.515
13 C 2.340 -1.572 1.079
14 C 0.918 -1.079 0.848
15 H 0.207 -1.855 1.142
16 H 0.747 -0.852 -0.205
17 H 3.041 -0.753 0.902
18 H 2.580 -2.376 0.382
19 H 1.948 -3.028 2.613
20 H 3.519 -2.250 2.758
21 H 2.839 -2.095 5.156
22 H 1.898 -0.607 6.873
23 H 0.406 1.249 6.204
24 H -0.127 1.585 3.825
25 H 1.319 0.988 1.322
26 C -2.540 1.987 0.754
27 C -2.843 2.835 -0.485
28 C -2.523 2.059 -1.760
29 C -3.231 0.700 -1.829
30 C -3.069 -0.101 -0.532
31 C -3.419 0.735 0.694
32 H -3.337 0.132 1.603
33 H -4.460 1.059 0.626
34 H -3.712 -0.982 -0.577
35 H -2.038 -0.450 -0.464
36 C -2.694 -0.122 -3.009
37 N -1.327 -0.551 -2.755
38 S -0.447 -0.944 -4.126
39 O -0.559 0.093 -5.116
40 O -0.779 -2.277 -4.534
41 C 1.211 -0.935 -3.445
42 C 2.115 -1.905 -3.782
43 C 3.429 -1.886 -3.279
44 C 3.857 -0.900 -2.428
45 C 2.952 0.108 -2.065
46 N 3.143 1.147 -1.240
47 S 1.786 1.987 -1.117
48 N 0.881 1.107 -2.104
49 C 1.612 0.091 -2.584
50 H 4.862 -0.878 -2.037
51 H 4.109 -2.671 -3.574
52 H 1.789 -2.694 -4.441
53 H -0.804 0.218 -2.343
54 H -2.737 0.474 -3.931
55 H -3.291 -1.026 -3.155
56 H -4.300 0.875 -2.000
57 H -1.443 1.925 -1.807
58 H -2.815 2.653 -2.628
59 H -2.241 3.744 -0.462
60 H -3.897 3.121 -0.469
61 H -2.789 2.565 1.653

## Properties
Frontier orbital gap in hartree: 0.30607
Energy relative to the best compared isomer or geometry (same formula, charge and spin) in kcal per mole: 4.4
E_HOMO in hartree: -0.338
Total charge: 0